No. 1
# CHF4HgNO4S2

CHF4HgNO4S2 as an isolated structure at a distorted geometry (wB97M-V/def2-TZVPD, the OMol25 dataset).

```
! RIJCOSX wB97M-V def2-TZVPD def2/J DEFGRID3
* xyz 0 1
F 2.2236 0.0123 1.0194
O -1.1526 2.3079 -1.8975
C 1.2070 -0.3535 1.7736
F -1.7318 -1.1454 -2.6834
O 0.3265 -1.3982 -0.4450
S -0.2924 -0.6557 0.7111
N -0.9867 0.6044 0.0330
F 0.9102 0.5856 2.6498
S -0.0745 1.4360 -1.3795
O -1.2044 -1.4022 1.5555
Hg 0.2287 -1.0159 -2.3246
F 1.5302 -1.4706 2.3964
O 1.1119 2.1941 -0.9401
H -2.0956 0.3010 -0.4687
*
```

LUMO (spin up / spin down): -2.891 / -2.891 eV
maximum force: 6.66 eV Å⁻¹
energy relative to the best compared isomer or geometry (same formula, charge and spin): 0.000 eV
molecular weight: 431.7 u
E_HOMO (spin up / spin down): -9.94 / -9.94 eV
orbital gap (spin up / spin down): 7.05 / 7.05 eV

***

No. 2
# CHF4N2

A 2-piece molecular cluster, CHF4N2 overall at a distorted geometry (wB97M-V/def2-TZVPD, the OMol25 dataset).

```
! RIJCOSX wB97M-V def2-TZVPD def2/J DEFGRID3
* xyz 1 1
F 2.0293 1.9016 -0.2251
F 2.6171 -1.5257 0.5124
F -0.6518 1.0215 1.3662
F 4.0219 0.0720 0.0894
H -0.7442 -0.3735 -0.0058
N 2.7439 -0.2116 0.2111
N -0.2337 -0.0902 0.7973
C 1.8442 0.6290 -0.0536
*
```

LUMO (spin up / spin down): -7.345 / -8.446 eV
maximum force: 4.47 eV Å⁻¹
energy relative to the best compared isomer or geometry (same formula, charge and spin): 3.945 eV
molecular weight: 117.0 u
E_HOMO (spin up / spin down): -16.98 / -17.12 eV
orbital gap (spin up / spin down): 9.64 / 8.68 eV

***

No. 3
# CHFI2S

A 2-piece molecular cluster, CHFI2S overall at a distorted geometry (wB97M-V/def2-TZVPD, the OMol25 dataset).

```
! RIJCOSX wB97M-V def2-TZVPD def2/J DEFGRID3
* xyz 0 1
I 0.3109 0.6339 3.1078
C -0.6692 0.0166 -1.4618
F -1.6804 -0.1858 -2.2691
S -0.2347 1.5202 -1.0430
I 2.4100 -0.9974 2.6929
H -0.1365 -0.9876 -1.0269
*
```

LUMO: -1.888 eV
maximum force: 3.17 eV Å⁻¹
energy relative to the best compared isomer or geometry (same formula, charge and spin): 0.341 eV
SMILES: FC=S.II
molecular weight: 317.9 u
E_HOMO: -9.41 eV
orbital gap: 7.52 eV

***

Which value of molecular weight does entry 3 give?
317.9 u